# 1
A cluster of 10 separate species, C10H40N14O10 in total. Source: the Open Molecules 2025 dataset; level of theory: ωB97M-V with the def2-TZVPD basis set.

The structure (SMILES) is NC(N)=O.NC(N)=O.NC(N)=O.NC(N)=O.NC(N)=O.NC(N)=O.NC(N)=O.CO.CO.CO. The HOMO-LUMO gap comes out at 8.57 eV. As for the relative energy (zero: lowest compared OMol25 entry of this formula, charge and spin): 249.6 kcal/mol.

ORCA input file:
```
! wB97M-V def2-TZVPD RIJCOSX def2/J DEFGRID3
* xyz 0 1
N 25.27 13.91 9.18
C 24.45 13.00 8.78
N 24.97 11.84 8.44
O 23.18 13.30 8.60
H 24.87 14.81 9.51
H 26.38 13.78 9.30
H 24.34 11.21 7.94
H 25.97 11.64 8.46
N 26.78 12.34 2.98
C 27.25 12.13 4.18
N 28.42 12.67 4.42
O 26.55 11.51 5.18
H 25.84 11.96 2.82
H 27.34 12.77 2.20
H 29.06 13.23 3.87
H 28.72 12.52 5.36
N 26.09 15.34 6.88
C 27.33 15.26 6.44
N 27.69 16.21 5.59
O 28.27 14.39 6.99
H 25.70 14.68 7.60
H 25.43 16.04 6.58
H 28.66 16.11 5.22
H 27.12 17.03 5.36
N 25.55 17.75 11.02
C 24.92 17.40 9.95
N 24.18 16.36 10.05
O 25.09 18.07 8.73
H 26.24 18.44 10.85
H 25.45 17.41 12.00
H 23.52 16.28 9.32
H 23.82 15.98 10.95
N 26.25 15.07 3.46
C 25.33 15.43 2.67
N 25.08 16.68 2.81
O 24.57 14.60 1.81
H 26.37 14.06 3.48
H 26.66 15.48 4.32
H 24.39 17.15 2.26
H 25.81 17.19 3.22
N 27.73 13.74 9.67
C 27.92 12.56 10.07
N 27.94 12.50 11.35
O 28.08 11.47 9.24
H 28.17 13.85 8.72
H 27.76 14.62 10.23
H 27.98 11.58 11.80
H 27.94 13.31 11.99
N 23.34 18.74 4.62
C 23.03 17.69 5.32
N 23.86 16.69 5.19
O 22.03 17.60 6.22
H 22.80 19.64 4.80
H 24.02 18.75 3.93
H 23.54 15.74 5.43
H 24.49 16.68 4.38
C 26.34 19.36 5.81
O 25.98 18.35 4.97
H 26.36 19.21 6.88
H 25.71 20.18 5.66
H 27.27 19.89 5.61
H 25.07 18.11 5.09
C 23.73 13.46 5.33
O 22.91 14.13 6.20
H 24.12 14.15 4.61
H 23.22 12.67 4.73
H 24.66 13.14 5.78
H 22.78 13.54 6.96
C 29.19 16.21 2.03
O 28.88 15.21 2.87
H 29.04 17.18 2.41
H 28.68 16.12 1.11
H 30.30 16.18 1.77
H 27.93 15.12 2.98
*
```


# 2
An isolated molecule of C5H8O. Source: the Open Molecules 2025 dataset; level of theory: ωB97M-V with the def2-TZVPD basis set.

The HOMO-LUMO gap (spin up / spin down) comes out at 8.53 / 5.85 eV. As for the relative energy (zero: lowest compared OMol25 entry of this formula, charge and spin): 118.9 kcal/mol.

ORCA input file:
```
! wB97M-V def2-TZVPD RIJCOSX def2/J DEFGRID3
* xyz 0 1
C -1.15 0.83 -0.40
C -1.31 -0.33 0.45
C 0.15 0.06 0.06
C 0.99 -0.88 -0.82
O 2.20 -0.96 -0.29
C 0.95 0.68 1.01
H -1.32 0.73 -1.47
H -1.30 1.83 0.00
H -1.57 -0.19 1.50
H -1.62 -1.28 0.02
H 0.42 -1.85 -0.89
H 0.97 -0.48 -1.87
H 0.55 1.28 1.83
H 2.03 0.56 0.87
*
```


# 3
A cluster of 11 separate species, C46H80Br20ClF9IN3O6S in total. Source: the Open Molecules 2025 dataset; level of theory: ωB97M-V with the def2-TZVPD basis set.

The structure (SMILES) is C=C[N@@+]1(CC(=O)Cl)[C@@H](I)[C@](CCCN)(C(=O)[O-])O[C@H](CCCCC(F)(F)C(F)(F)S(F)(F)(F)(F)F)[C@]1(CCN)CCCCOC(C)=O.BrCCBr.BrCCBr.BrCCBr.BrCCBr.BrCCBr.BrCCBr.BrCCBr.BrCCBr.BrCCBr.BrCCBr. The HOMO-LUMO gap comes out at 4.77 eV.

ORCA input file:
```
! wB97M-V def2-TZVPD RIJCOSX def2/J DEFGRID3
* xyz 0 1
C -2.71 -0.18 -1.47
C -1.68 -0.99 -0.86
N -0.25 -1.24 -1.24
C -0.17 -2.73 -1.34
C -1.61 -3.52 -1.26
O -2.30 -3.82 -2.24
Cl -2.30 -4.09 0.37
C 0.13 -0.71 -2.63
I -1.20 -1.25 -4.27
C 0.75 0.76 -2.68
C -0.26 1.97 -2.93
C -0.50 2.38 -4.47
C -2.01 3.01 -4.53
N -2.11 4.22 -3.65
C 1.79 0.85 -3.95
O 1.82 0.05 -4.93
O 2.69 1.90 -3.90
O 1.63 1.11 -1.58
C 1.98 0.04 -0.72
C 3.04 -1.05 -1.25
C 4.36 -1.21 -0.36
C 5.15 -2.51 -0.96
C 5.72 -3.48 0.18
C 4.69 -4.69 0.57
F 3.39 -4.18 0.29
F 4.90 -4.89 1.98
C 5.13 -5.94 -0.32
F 5.47 -5.54 -1.65
F 6.31 -6.47 0.26
S 3.89 -7.34 -0.43
F 4.96 -8.34 0.39
F 3.14 -6.96 1.00
F 2.82 -6.47 -1.37
F 4.63 -7.84 -1.88
F 2.85 -8.65 -0.56
C 0.57 -0.57 -0.14
C -0.20 0.71 0.53
C 0.70 1.67 1.44
N -0.20 2.76 2.00
C 1.08 -1.43 1.09
C 0.10 -1.97 2.21
C 0.04 -1.04 3.56
C -0.55 -1.97 4.77
O -1.37 -3.07 4.31
C -2.21 -3.57 5.35
C -3.81 -3.33 5.16
O -1.82 -4.19 6.37
H -2.82 0.92 -1.20
H -3.44 -0.61 -2.24
H -2.00 -1.32 0.21
H 0.20 -3.15 -2.36
H 0.47 -3.32 -0.61
H 1.06 -1.32 -2.97
H 0.25 2.90 -2.45
H -1.28 1.90 -2.43
H -0.52 1.51 -5.21
H 0.28 3.13 -4.82
H -2.70 2.16 -4.16
H -2.29 3.21 -5.63
H -2.98 4.70 -3.97
H -2.32 3.84 -2.71
H 2.62 0.51 0.13
H 3.34 -0.79 -2.33
H 2.53 -2.09 -1.30
H 4.16 -1.33 0.76
H 5.07 -0.32 -0.54
H 4.44 -3.06 -1.68
H 6.04 -2.16 -1.59
H 6.71 -3.97 -0.11
H 5.84 -2.84 1.14
H -0.64 1.42 -0.27
H -1.00 0.38 1.30
H 1.54 2.21 0.87
H 1.17 1.16 2.35
H 0.47 3.49 2.35
H -0.66 3.22 1.19
H 1.74 -2.34 0.77
H 1.85 -0.78 1.65
H -0.98 -2.19 1.94
H 0.54 -2.97 2.60
H 1.13 -0.83 3.86
H -0.60 -0.11 3.43
H 0.35 -2.40 5.36
H -1.19 -1.33 5.49
H -4.10 -3.20 4.05
H -4.14 -2.43 5.78
H -4.32 -4.30 5.51
Br -7.53 -5.74 3.07
C -7.65 -4.49 1.58
C -6.28 -4.06 1.12
Br -5.50 -2.75 2.34
H -8.27 -3.65 1.91
H -8.17 -5.03 0.79
H -6.34 -3.55 0.15
H -5.57 -4.88 1.04
Br 1.91 5.06 -3.84
C 3.16 4.76 -5.30
C 2.72 5.48 -6.55
Br 1.25 4.56 -7.43
H 3.23 3.67 -5.43
H 4.11 5.14 -4.94
H 3.53 5.50 -7.28
H 2.39 6.50 -6.36
Br 9.46 -6.08 -0.29
C 8.68 -7.81 -0.73
C 9.75 -8.84 -0.97
Br 10.58 -8.62 -2.72
H 8.03 -7.66 -1.59
H 8.08 -8.08 0.14
H 9.32 -9.85 -0.98
H 10.56 -8.81 -0.23
Br -3.70 0.12 3.71
C -4.57 1.86 3.62
C -5.60 1.90 2.51
Br -4.75 2.10 0.77
H -3.78 2.60 3.51
H -5.05 1.98 4.59
H -6.23 2.79 2.62
H -6.22 1.01 2.47
Br -8.18 -0.28 0.91
C -8.48 -0.35 -1.02
C -8.11 -1.70 -1.58
Br -6.18 -1.90 -1.74
H -7.92 0.47 -1.46
H -9.55 -0.17 -1.14
H -8.49 -1.82 -2.60
H -8.47 -2.54 -0.97
Br 1.01 4.43 5.07
C 0.10 6.11 4.68
C -1.26 6.16 5.31
Br -2.54 5.08 4.32
H 0.08 6.21 3.59
H 0.75 6.89 5.09
H -1.67 7.18 5.28
H -1.27 5.80 6.34
Br -0.28 8.75 2.67
C -1.77 9.26 1.53
C -2.66 8.08 1.24
Br -1.86 6.91 -0.10
H -1.35 9.72 0.64
H -2.31 10.02 2.10
H -3.61 8.41 0.80
H -2.87 7.46 2.12
Br 4.86 -12.41 3.86
C 4.89 -10.56 4.47
C 5.42 -9.64 3.41
Br 7.36 -9.76 3.27
H 5.47 -10.54 5.39
H 3.85 -10.32 4.71
H 5.22 -8.59 3.67
H 5.02 -9.84 2.42
Br 0.03 10.70 5.90
C -0.84 12.44 5.80
C -1.86 12.49 4.70
Br -1.02 12.66 2.95
H -0.05 13.19 5.69
H -1.31 12.58 6.78
H -2.50 13.37 4.80
H -2.49 11.60 4.66
Br -2.36 2.74 -8.73
C -2.60 3.86 -10.31
C -1.62 5.01 -10.32
Br -2.15 6.41 -9.08
H -3.64 4.18 -10.31
H -2.43 3.20 -11.16
H -1.61 5.49 -11.30
H -0.61 4.71 -10.05
*
```


# 4
A cluster of 3 separate species, C6H9N3 in total. Source: the Open Molecules 2025 dataset; level of theory: ωB97M-V with the def2-TZVPD basis set.

The structure (SMILES) is CC#N.CC#N.CC#N. The HOMO-LUMO gap comes out at 12.04 eV. As for the relative energy (zero: lowest compared OMol25 entry of this formula, charge and spin): 9.4 kcal/mol.

ORCA input file:
```
! wB97M-V def2-TZVPD RIJCOSX def2/J DEFGRID3
* xyz 0 1
C 2.15 -0.57 -2.03
C 0.75 -0.36 -1.52
N -0.33 -0.27 -1.15
H 2.32 -1.60 -2.33
H 2.84 -0.37 -1.22
H 2.33 0.15 -2.81
C -3.03 0.23 0.50
C -2.87 -1.21 0.46
N -2.82 -2.37 0.43
H -2.36 0.71 -0.23
H -2.73 0.60 1.50
H -4.07 0.45 0.32
C 0.98 0.56 1.65
C 1.97 1.19 0.79
N 2.68 1.68 0.02
H 1.39 -0.34 2.11
H 0.11 0.27 1.07
H 0.70 1.26 2.44
*
```


# 5
A cluster of 7 separate species, C35H73BCl3N4O22P2 in total. Source: the Open Molecules 2025 dataset; level of theory: ωB97M-V with the def2-TZVPD basis set.

The HOMO-LUMO gap comes out at 8.59 eV.

ORCA input file:
```
! wB97M-V def2-TZVPD RIJCOSX def2/J DEFGRID3
* xyz 1 1
C 1.91 -0.93 -0.84
C 0.36 -1.16 -1.14
C -0.63 -1.08 0.13
B 0.18 -1.84 1.37
N 0.25 -1.26 2.76
O 0.91 -3.07 1.22
C -0.96 0.44 0.61
N 0.24 1.28 0.82
N -1.94 1.17 -0.22
P -1.38 2.06 -1.56
O -1.59 3.58 -1.28
C -3.21 0.41 -0.30
C -4.50 1.19 -0.80
Cl -4.66 1.53 -2.57
C -5.90 0.49 -0.33
C -7.08 1.48 -0.87
Cl -6.10 0.43 1.49
C -2.98 -1.06 -0.90
C -2.71 -1.19 -2.45
C -3.97 -1.94 -3.14
O -5.15 -1.62 -2.96
Cl -3.68 -3.34 -4.30
N -1.96 -1.78 -0.01
P -1.91 -3.51 -0.43
O -3.32 -4.12 -0.67
H 2.16 -0.18 -0.03
H 2.42 -0.59 -1.81
H 2.42 -1.94 -0.58
H 0.06 -0.36 -1.92
H 0.29 -2.15 -1.72
H -0.74 -1.13 3.07
H 0.59 -1.99 3.41
H 0.89 -3.41 0.30
H -1.46 0.33 1.65
H 0.77 1.02 1.66
H -0.04 2.28 0.95
H -1.92 1.83 -2.85
H 0.06 1.91 -1.70
H -3.46 0.18 0.82
H -4.50 2.20 -0.25
H -6.05 -0.54 -0.79
H -7.37 1.27 -1.94
H -8.00 1.20 -0.23
H -6.87 2.58 -0.63
H -3.97 -1.62 -0.69
H -1.81 -1.85 -2.74
H -2.58 -0.22 -3.04
H -2.40 -1.74 0.94
H -1.17 -3.81 -1.63
H -1.33 -4.34 0.60
C 8.03 2.76 0.52
C 7.03 3.45 1.43
O 5.99 4.08 0.66
C 5.03 3.25 0.21
O 4.97 2.06 0.40
O 4.16 3.98 -0.51
C 3.14 3.20 -1.13
H 8.41 3.45 -0.24
H 8.87 2.37 1.09
H 7.57 1.93 -0.02
H 7.54 4.25 1.98
H 6.62 2.76 2.17
H 2.62 2.58 -0.40
H 3.56 2.60 -1.93
H 2.41 3.89 -1.56
C 5.63 -4.98 -3.46
C 4.68 -4.62 -2.33
O 3.37 -4.35 -2.84
C 2.63 -5.43 -3.14
O 2.97 -6.58 -3.01
O 1.45 -5.00 -3.63
C 0.59 -6.06 -4.07
H 5.62 -4.21 -4.24
H 6.65 -5.09 -3.09
H 5.34 -5.91 -3.94
H 5.03 -3.70 -1.85
H 4.65 -5.40 -1.57
H 0.45 -6.81 -3.29
H 1.00 -6.51 -4.98
H -0.38 -5.63 -4.31
C -1.45 -6.73 -10.60
C -0.08 -7.32 -10.91
O 0.95 -6.35 -10.70
C 1.31 -6.15 -9.42
O 0.84 -6.71 -8.46
O 2.25 -5.19 -9.40
C 2.66 -4.81 -8.09
H -1.60 -5.81 -11.17
H -2.24 -7.44 -10.86
H -1.54 -6.47 -9.55
H -0.04 -7.61 -11.96
H 0.11 -8.22 -10.32
H 2.96 -5.68 -7.50
H 1.85 -4.26 -7.60
H 3.52 -4.15 -8.18
C -5.53 -0.15 5.33
C -6.87 -0.36 4.64
O -7.64 -1.35 5.32
C -8.26 -0.94 6.43
O -8.23 0.18 6.89
O -8.91 -1.99 6.96
C -9.54 -1.71 8.21
H -5.00 -1.10 5.44
H -4.90 0.54 4.76
H -5.67 0.26 6.33
H -6.70 -0.73 3.62
H -7.43 0.58 4.55
H -10.19 -0.84 8.14
H -8.79 -1.56 8.99
H -10.15 -2.57 8.48
C 3.77 7.81 0.32
C 3.82 6.85 1.49
O 3.83 7.57 2.73
C 2.64 8.03 3.15
O 1.59 7.89 2.57
O 2.83 8.70 4.29
C 1.65 9.33 4.80
H 4.57 8.54 0.38
H 3.85 7.26 -0.63
H 2.83 8.36 0.31
H 4.75 6.28 1.45
H 3.00 6.13 1.47
H 0.83 8.61 4.89
H 1.37 10.16 4.15
H 1.88 9.71 5.79
C 1.89 0.90 7.12
C 3.07 1.79 6.78
O 2.93 2.35 5.47
C 2.09 3.39 5.37
O 1.47 3.89 6.27
O 2.05 3.77 4.08
C 1.11 4.82 3.82
H 1.75 0.14 6.35
H 2.05 0.40 8.08
H 0.97 1.47 7.18
H 3.99 1.20 6.78
H 3.21 2.58 7.53
H 1.28 5.67 4.48
H 0.09 4.44 3.93
H 1.26 5.14 2.79
*
```


# 6
A structure of composition C34H41Cl2N2NiOSSiTe. Source: the Open Molecules 2025 dataset; level of theory: ωB97M-V with the def2-TZVPD basis set.

The HOMO-LUMO gap (spin up / spin down) comes out at 7.71 / 6.63 eV.

ORCA input file:
```
! wB97M-V def2-TZVPD RIJCOSX def2/J DEFGRID3
* xyz 0 4
Ni -1.49 -3.18 -0.15
Cl -4.27 -3.03 -0.71
C -4.64 -2.49 1.01
Cl -4.99 -3.89 1.97
H -5.52 -1.83 1.01
H -3.75 -2.04 1.41
C 0.76 -3.84 -5.13
Si 1.85 -2.79 -3.97
C 1.27 -1.04 -3.72
C 3.63 -2.76 -4.46
C 1.69 -3.57 -2.26
C 2.81 -3.98 -1.54
C 2.68 -4.38 -0.21
C 1.40 -4.23 0.35
N 0.37 -3.83 -0.33
C 0.45 -3.56 -1.65
S -1.13 -3.31 -2.37
H -0.28 -3.77 -4.71
H 1.17 -4.87 -5.18
H 0.75 -3.47 -6.13
H 0.44 -0.64 -4.32
H 2.11 -0.37 -3.80
H 0.96 -0.98 -2.71
H 3.69 -2.16 -5.35
H 3.96 -3.81 -4.61
H 4.21 -2.19 -3.71
H 3.81 -3.89 -1.93
H 3.52 -4.65 0.43
H 1.24 -4.30 1.43
C 4.23 5.13 -1.09
C 3.16 4.13 -0.70
C 1.87 4.34 -1.01
C 0.90 3.39 -0.73
C -0.54 3.75 -1.11
C 1.30 2.18 -0.24
Te -0.02 0.38 -0.15
N -0.95 -1.48 0.84
C -1.08 -2.11 1.96
O -1.81 -3.22 1.91
C -0.45 -1.70 3.24
C 0.85 -1.20 3.24
C 1.45 -0.74 4.40
C 0.75 -0.78 5.61
C -0.53 -1.33 5.62
C -1.15 -1.77 4.45
C -1.83 1.40 0.43
C -2.96 1.38 -0.42
C -3.08 0.53 -1.65
C -4.09 2.10 -0.07
C -4.10 2.89 1.06
C -5.33 3.67 1.45
C -2.99 2.93 1.87
C -1.85 2.13 1.61
C -0.76 2.12 2.62
C 2.65 1.89 0.06
C 3.12 0.57 0.62
C 3.59 2.86 -0.21
H 4.84 4.83 -1.94
H 4.88 5.31 -0.26
H 3.83 6.11 -1.35
H 1.55 5.31 -1.41
H -0.53 4.52 -1.84
H -1.07 4.21 -0.27
H -1.12 2.92 -1.48
H 1.38 -1.23 2.31
H 2.50 -0.42 4.38
H 1.26 -0.40 6.47
H -1.09 -1.45 6.55
H -2.19 -2.16 4.40
H -3.17 -0.51 -1.39
H -2.18 0.64 -2.26
H -3.98 0.77 -2.25
H -5.00 2.10 -0.69
H -5.76 4.20 0.64
H -5.06 4.34 2.28
H -6.10 3.02 1.92
H -3.07 3.44 2.81
H -1.10 2.69 3.49
H 0.13 2.63 2.34
H -0.45 1.12 3.02
H 2.85 0.46 1.71
H 4.20 0.51 0.52
H 2.77 -0.29 0.04
H 4.62 2.76 0.02
*
```


no.,total energy (eV)
1,-52353.0154
2,-7357.1009
3,-1522505.3284
4,-10837.2207
5,-145299.9672
6,-133044.7844